P:
Density functional theory data (ωB97M-V/def2-TZVPD) for an isolated ion of composition C4H7N2 and charge +1.

As for the charge: +1. Its HOMO energy is -15.147 eV. The spin multiplicity is 1.

Cartesian coordinates (Å):
H1 1.674 0.117 2.055
N1 0.964 0.417 1.391
C1 1.032 0.235 0.130
C2 2.384 -0.059 -0.659
C3 -0.407 0.251 -0.222
N2 -1.533 0.287 -0.449
C4 -2.875 0.276 -0.171
H2 2.780 -1.030 -0.520
H3 3.139 0.571 -0.431
H4 2.129 -0.051 -1.719
H5 -3.167 1.290 0.074
H6 -2.996 -0.567 0.626
H7 -3.439 -0.111 -1.121

Q:
Density functional theory data (ωB97M-V/def2-TZVPD) for an isolated ion of composition C4H7N2 and charge +1.

As for the charge: +1. Its HOMO energy is -14.079 eV. The spin multiplicity is 1.

Cartesian coordinates (Å):
C1 1.876 -0.853 0.105
C2 -0.242 0.150 -0.233
C3 0.862 1.149 -0.044
C4 -1.798 -0.137 0.269
N1 0.619 -1.023 -0.136
N2 1.997 0.538 0.136
H1 -0.460 -0.079 -1.348
H2 0.701 2.245 0.027
H3 -2.195 -1.053 -0.315
H4 -2.612 0.639 0.088
H5 -1.841 -0.493 1.373
H6 0.236 -2.048 -0.227
H7 2.858 0.965 0.307

R:
Density functional theory data (ωB97M-V/def2-TZVPD) for an isolated ion of composition C4H7N2 and charge +1.

As for the charge: +1. Its HOMO energy is -13.645 eV. The spin multiplicity is 1.

Cartesian coordinates (Å):
C1 -1.175 1.106 1.199
C2 -0.556 0.568 -0.915
C3 0.139 -0.475 0.194
C4 1.243 -1.369 -0.051
N1 -1.325 1.393 -0.013
N2 -0.298 0.058 1.287
H1 0.505 0.959 -1.067
H2 -1.138 0.683 -2.052
H3 1.415 -1.384 -1.105
H4 1.062 -2.393 0.278
H5 2.112 -1.216 0.446
H6 -1.783 2.301 -0.399
H7 -0.201 -0.229 2.197

S:
Density functional theory data (ωB97M-V/def2-TZVPD) for an isolated ion of composition C4H7N2 and charge +1.

As for the charge: +1. Its HOMO energy is -14.100 eV. The spin multiplicity is 1.

Cartesian coordinates (Å):
C1 2.291 -0.809 0.089
C2 0.747 0.988 -0.137
C3 0.061 -0.436 0.196
C4 -1.345 -0.598 0.062
N1 2.107 0.499 -0.085
N2 0.996 -1.309 0.172
H1 0.468 0.895 -1.150
H2 0.582 2.058 0.236
H3 -1.697 -0.098 -0.845
H4 -2.063 0.002 0.714
H5 -1.593 -1.668 -0.113
H6 2.918 1.132 0.001
H7 0.734 -2.256 0.438

If you had to bet on the most stable structure above, which would it be? Bet on S.